Entry a
DFT (ωB97M-V/def2-TZVPD) results for a molecular structure, C4H9NO.

```
15
Properties=species:S:1:pos:R:3:mulliken_charge:R:1
O -1.3207 -1.4145 -0.0181 -0.274
N -0.2124 0.4914 0.3082 -0.237
C 1.2359 -0.4019 -0.4414 -0.874
C -0.1739 1.9314 0.1115 -0.938
C -1.2941 -0.1152 -0.1079 0.100
C -0.1668 -1.9576 0.5026 -0.706
H -0.7297 2.4131 0.9215 0.335
H 1.1107 -0.9889 -1.3511 0.311
H 0.0861 -1.5554 1.4822 0.322
H 0.8640 2.2724 0.1712 0.350
H 1.9749 -0.8317 0.2283 0.276
H 1.5755 0.5994 -0.7410 0.361
H -2.1315 0.3353 -0.6361 0.349
H -0.2286 -3.0420 0.4218 0.269
H -0.5892 2.2640 -0.8517 0.356
```

HOMO (alpha / beta) in eV: -6.76 / -6.76
2S+1: 1
HOMO-LUMO gap (alpha / beta) in eV: 7.66 / 7.67

Entry b
DFT (ωB97M-V/def2-TZVPD) results for a single C4H9NO molecule.

```
15
Properties=species:S:1:pos:R:3:mulliken_charge:R:1
O -2.4151 1.5980 -0.3998 -0.506
N -0.0346 0.1684 -0.7309 -0.369
C -1.3586 2.0828 0.0072 0.065
C 0.9504 -0.8491 -0.3904 -0.565
C -0.0665 1.3947 0.1377 -0.478
C 0.3141 -2.1013 0.3848 -1.012
H 1.7182 -0.3982 0.2385 0.326
H -1.3154 3.1061 0.1365 0.385
H -0.3226 -1.7608 1.2182 0.265
H 1.2150 -2.5412 0.5808 0.370
H -0.9636 -0.1524 -0.8373 0.257
H 0.2131 1.1081 1.1537 0.291
H 1.6277 -0.9303 -1.2742 0.357
H -0.4231 -2.6979 -0.1620 0.318
H 0.8611 1.9732 -0.0628 0.297
```

SMILES: CCNCC=O
HOMO in eV: -8.61
2S+1: 1
HOMO-LUMO gap in eV: 9.57

Entry c
DFT (ωB97M-V/def2-TZVPD) results for a single C4H9NO molecule.

```
15
Properties=species:S:1:pos:R:3:mulliken_charge:R:1
O 2.6756 -0.1872 0.9203 -0.507
N 0.0590 0.5727 -1.0917 -0.341
C 1.3206 -0.5717 0.7946 -0.437
C -1.9486 0.5759 0.2815 -0.981
C -0.9391 -0.2526 -0.5619 -0.207
C 0.7372 -0.5347 -0.5869 -0.034
H 0.6497 0.0223 1.4251 0.235
H -1.6066 0.8395 1.2859 0.268
H -2.1021 1.5417 -0.2374 0.246
H 1.3368 -1.1351 -1.3140 0.308
H 0.1158 1.0273 -1.9794 0.194
H 1.2874 -1.6121 1.1420 0.258
H -2.9443 0.1210 0.3680 0.318
H 2.7404 0.7187 0.5949 0.310
H -1.3818 -1.1257 -1.0410 0.369
```

SMILES: C[C@H]1N[C@H]1CO
HOMO in eV: -9.03
2S+1: 1
HOMO-LUMO gap in eV: 10.11

Entry d
DFT (ωB97M-V/def2-TZVPD) results for a single C4H9NO molecule.

```
15
Properties=species:S:1:pos:R:3:mulliken_charge:R:1
O 1.7640 0.0709 1.6978 -0.469
N -0.2562 0.1184 -0.3594 0.086
C -0.6241 1.4920 -0.6095 -0.920
C 1.6287 -0.7886 0.8619 0.016
C 1.0563 -0.4692 -0.5186 -0.481
C -1.2806 -0.6119 0.3481 -1.026
H 1.0882 -1.3905 -1.1370 0.243
H -1.0537 1.9618 0.2953 0.281
H -0.8840 -1.5250 0.8049 0.311
H 1.8380 -1.8597 1.0948 0.368
H 0.2209 2.1107 -0.9225 0.296
H -2.1104 -0.8926 -0.3208 0.310
H -1.4079 1.5588 -1.3850 0.317
H 1.7356 0.2351 -1.0168 0.336
H -1.7147 -0.0102 1.1668 0.331
```

SMILES: CN(C)CC=O
HOMO in eV: -8.05
2S+1: 1
HOMO-LUMO gap in eV: 9.04

Q: Which of them is the least stable? A: entry a.

Entry a
DFT (ωB97M-V/def2-TZVPD) results for 2 unconnected molecules or ions with the total composition C4H9NO.

```
15
Properties=species:S:1:pos:R:3:mulliken_charge:R:1
O -0.6471 -1.7360 1.4071 -0.316
N -0.1431 -0.5121 1.8522 -0.370
C 2.2280 0.1132 1.1982 -0.825
C 1.0205 -0.2832 1.5023 0.623
C -1.4969 0.7442 -1.1446 -0.862
C -0.1091 0.1505 -1.3397 -0.525
H -2.2071 0.3639 -1.8844 0.295
H -1.8828 0.5010 -0.1491 0.255
H 2.4210 0.6538 0.2762 0.285
H 0.6097 0.6938 -0.7241 -0.114
H 0.2354 0.2192 -2.3754 0.372
H -0.0826 -0.9001 -1.0344 0.289
H 3.0629 -0.1016 1.8541 0.256
H -1.4753 1.8346 -1.2312 0.267
H -1.5336 -1.7412 1.7930 0.370
```

SMILES: C=C=NO.CC
HOMO in eV: -9.77
2S+1: 1
HOMO-LUMO gap in eV: 10.55

Entry b
DFT (ωB97M-V/def2-TZVPD) results for 2 unconnected molecules or ions with the total composition C4H9NO.

```
15
Properties=species:S:1:pos:R:3:mulliken_charge:R:1
O -2.0115 0.6561 2.3084 -0.510
N 0.1977 -0.2529 -0.6257 0.126
C 1.1823 0.7753 -0.9981 -0.986
C -0.9571 0.2783 1.8518 0.071
C -1.0772 0.1436 -0.5737 -0.773
C 0.6606 -1.4559 -0.3094 -0.492
H 0.8712 1.7330 -0.5778 0.367
H 1.2225 0.8459 -2.0869 0.331
H -0.0556 -2.2441 -0.1181 0.310
H -1.8504 -0.6046 -0.4736 0.358
H 2.1608 0.5073 -0.5993 0.316
H -0.7125 -0.7898 1.6622 0.179
H -1.3153 1.1640 -0.8299 0.306
H -0.0759 0.9510 1.7413 0.186
H 1.7192 -1.6527 -0.3816 0.211
```

HOMO in eV: -7.31
2S+1: 1
HOMO-LUMO gap in eV: 8.01

Q: Which of them is the least stable? A: entry b.

Entry a
DFT (ωB97M-V/def2-TZVPD) results for a single C4H9NO molecule.

```
15
Properties=species:S:1:pos:R:3:mulliken_charge:R:1
O 2.6845 -0.9572 -0.8666 -0.470
N 0.5177 1.5182 0.0996 -0.492
C 0.7376 0.0956 0.0726 0.366
C -1.6634 -0.4291 0.8722 -1.063
C -0.5626 -0.6748 -0.1693 -0.665
C 1.7130 -0.2661 -1.0324 -0.222
H -2.6337 -0.2721 0.3976 0.281
H -1.4509 0.4864 1.4304 0.336
H 1.4395 0.1011 -2.0420 0.305
H 1.2473 2.0844 0.4916 0.182
H -0.9658 -0.4516 -1.1617 0.361
H -0.1435 1.9915 -0.4922 0.180
H -0.2934 -1.7357 -0.1859 0.368
H 1.1611 -0.2297 1.0210 0.243
H -1.7875 -1.2610 1.5648 0.290
```

SMILES: CC[C@H](N)C=O
HOMO in eV: -8.98
2S+1: 1
HOMO-LUMO gap in eV: 9.98

Entry b
DFT (ωB97M-V/def2-TZVPD) results for 2 unconnected molecules or ions with the total composition C4H9NO.

```
15
Properties=species:S:1:pos:R:3:mulliken_charge:R:1
O 1.2903 -0.0873 1.1242 -0.426
N 0.8725 -1.7471 2.4295 -0.171
C -1.1090 1.4545 -0.1716 -0.736
C 0.3514 -0.9838 1.4683 -0.321
C -0.3206 -0.1044 -1.9713 -0.899
C -0.4671 1.2427 -1.3215 -0.071
H -0.6436 -0.9009 -1.2937 0.260
H -1.2035 2.4504 0.2541 0.258
H -1.5394 0.6263 0.3890 0.335
H 0.7191 -0.2961 -2.2618 0.288
H 0.8782 0.4918 0.4615 0.408
H -0.0263 2.0904 -1.8486 0.283
H -0.9225 -0.1530 -2.8872 0.327
H 0.3107 -2.4784 2.8313 0.265
H 1.8099 -1.6052 2.7977 0.199
```

HOMO in eV: -8.68
2S+1: 1
HOMO-LUMO gap in eV: 9.84

Entry c
DFT (ωB97M-V/def2-TZVPD) results for 2 unconnected molecules or ions with the total composition C4H9NO.

```
15
Properties=species:S:1:pos:R:3:mulliken_charge:R:1
O -2.7749 -1.8033 0.5282 -0.607
N -0.1469 0.2526 -1.4127 -0.523
C 2.6228 0.4227 -0.3572 -0.748
C 1.5058 0.3533 0.3653 -0.312
C -0.7400 1.2607 0.6773 -1.049
C 0.1486 0.6463 -0.1019 0.822
H -2.5684 -2.5604 -0.0171 0.308
H 2.7015 0.6695 -1.4056 0.315
H -1.1064 0.0323 -1.5715 0.232
H -1.7877 1.4980 0.6054 0.300
H -3.0834 -2.1703 1.3563 0.298
H 1.5617 0.0256 1.3970 0.276
H 0.5095 -0.3467 -1.8877 0.216
H -0.3657 1.5835 1.6498 0.227
H 3.5236 0.1364 0.1744 0.244
```

SMILES: C=CC(=C)N.O
HOMO in eV: -7.90
2S+1: 1
HOMO-LUMO gap in eV: 8.68

Q: Which of them is the least stable? A: entry b.

Entry a
DFT (ωB97M-V/def2-TZVPD) results for a single C10H9N molecule.

```
20
Properties=species:S:1:pos:R:3:mulliken_charge:R:1
N -0.6155 0.5209 -1.9240 0.003
C 1.8501 -1.8173 1.1571 -0.851
C 0.1255 -0.2392 0.3009 0.405
C 1.4389 -0.7866 0.3284 0.082
C -0.3412 2.2401 -0.5269 -0.682
C -0.9239 1.6911 -2.6522 -0.744
C -0.4323 -1.7290 2.1569 -0.631
C -0.7591 2.7217 -1.7745 -0.413
C -0.7950 -0.7146 1.2217 0.115
C -0.2874 0.8400 -0.6561 -0.276
C 0.8504 -2.2274 2.1060 0.045
H -1.2837 -2.2446 2.8163 0.220
H -0.8607 -0.2790 -2.3268 0.138
H -1.3048 1.4664 -3.4488 0.586
H 2.7754 -2.3467 1.3040 0.393
H 1.1807 -3.0742 2.8855 0.187
H -0.9881 3.8075 -1.9579 0.330
H -1.8215 -0.2233 1.1916 0.306
H 2.1172 -0.2917 -0.4890 0.241
H 0.0751 2.6859 0.2878 0.547
```

SMILES: c1ccc(-c2ccc[nH]2)cc1
HOMO in eV: -8.24
2S+1: 1
HOMO-LUMO gap in eV: 9.19

Entry b
DFT (ωB97M-V/def2-TZVPD) results for a single C10H9N molecule.

```
20
Properties=species:S:1:pos:R:3:mulliken_charge:R:1
N 0.7699 2.4992 1.1334 -0.484
C -2.8064 -0.2144 -0.2888 -0.372
C 1.2650 -1.3033 0.4858 -0.655
C 0.2192 1.7075 0.3958 -0.198
C 2.2915 -0.7547 -0.1657 -0.162
C -0.0753 -0.7868 0.2405 0.881
C -2.4121 -1.5604 -0.0389 -0.525
C 2.6987 0.5793 -0.6699 -0.728
C -0.5032 0.5862 0.0379 0.976
C -1.8419 0.7362 -0.4809 -0.663
C -1.0955 -1.7797 0.1705 -0.676
H -3.8060 0.1078 -0.5917 0.355
H -2.3398 1.7725 -0.5374 0.251
H 3.3366 1.0411 0.1582 0.189
H 1.8882 1.2468 -0.7094 0.257
H 1.5285 3.1697 0.9536 0.280
H 3.2624 0.4550 -1.6121 0.277
H -0.8112 -2.7293 0.4765 0.337
H -2.9735 -2.4930 0.1444 0.296
H 1.4048 -2.2796 0.8979 0.363
```

HOMO (alpha / beta) in eV: -8.05 / -6.24
2S+1: 1
HOMO-LUMO gap (alpha / beta) in eV: 7.82 / 6.32

Q: Which of them is the least stable? A: entry b.